C21H25N5O3 as an isolated structure, computed with ωB97M-V with the def2-TZVPD basis set.

Output
Maximum force in eV/A: 18.67
LUMO energy in eV: -0.31
HOMO level in eV: -8.191
Energy relative to the best compared isomer or geometry (same formula, charge and spin) in kcal/mol: 491.6
E in eV: -35756.8085

Each line ends with the Mulliken charge.
Cartesian coordinates (Å):
C: 0.1965 6.3154 -3.4128  -0.7768
H: 1.1442 6.4194 -3.0847  0.4260
H: -0.2149 6.9558 -4.1239  0.2748
O: 0.0091 5.1179 -4.1910  -0.3727
C: 0.4287 4.0612 -3.5458  -0.1305
H: 0.7070 3.3804 -4.3596  0.2464
H: 1.7559 4.4467 -3.1721  0.1942
C: -0.2561 3.4560 -2.5229  -0.8919
N: 0.3277 2.2381 -2.0764  0.1304
C: 1.0656 2.1015 -0.7948  0.5258
O: 1.3846 2.9920 -0.2365  -0.4055
C: 1.5836 0.7221 -0.7678  -1.2219
N: 0.3609 -0.2093 -0.2440  0.9329
C: 0.0184 -0.8788 -1.4387  0.5208
O: 0.1157 -0.5624 -2.5980  -0.7099
C: -1.0442 -1.7712 -1.0901  -0.6798
N: -0.9425 -2.6773 0.1522  1.1313
C: 0.1992 -3.4631 0.2993  0.5242
C: 1.3256 -3.9728 -0.4873  -0.5961
C: 2.3158 -4.6733 0.1842  -0.7752
C: 1.8061 -5.2657 1.3692  -0.0270
C: 0.9036 -4.9198 2.0300  -0.6593
C: -0.0609 -4.1538 1.4270  0.9699
N: -1.1972 -3.5566 1.8826  -0.6511
N: -1.9255 -2.9488 0.7657  -0.9852
H: 0.4853 -5.5462 3.0688  0.1761
H: 2.5138 -5.9015 2.0042  0.2713
H: 3.1699 -5.0684 -0.4122  0.3964
H: 1.6468 -3.2577 -1.3480  0.2031
H: -2.0499 -1.3635 -0.8814  0.3698
H: -1.2203 -2.5344 -2.1524  0.2357
C: 0.0552 -0.4126 0.9713  0.3913
C: 1.1037 -1.1471 1.8341  -1.4058
C: 0.6795 -1.2356 3.2484  -0.7857
C: -0.4604 -0.7589 3.7103  -0.4988
C: -1.1888 -0.2299 2.7514  0.9003
C: -1.1574 0.0418 1.4602  0.9498
C: -1.6982 0.9528 0.7595  -1.3757
H: -1.5188 1.0413 -0.3753  0.1467
H: -2.7700 0.4784 0.4916  0.2281
H: -1.9890 1.8861 1.2706  0.2629
C: -2.3501 0.5483 3.4157  -1.7952
H: -2.6505 1.5998 3.3312  0.2972
H: -3.4879 0.0799 3.0140  0.2458
H: -2.7086 0.2058 4.3673  0.3851
H: -0.7259 -1.0988 4.8316  0.1188
H: 1.4242 -1.8662 3.9482  0.1802
H: 1.9478 -1.5396 1.6172  1.1789
H: 2.1326 0.2745 -1.5824  0.4731
H: 2.3574 0.8149 0.1775  0.2867
H: 0.3241 1.3619 -2.6487  0.2188
H: -1.2220 3.2745 -2.8002  0.3464
H: -0.1863 3.9496 -1.5938  0.3565
H: -0.4632 6.2973 -2.4428  0.2484

Forces on atoms 1 to 3 (eV/Å):
C -5.22 -2.01 0.70
H 3.46 0.49 0.50
H -0.14 2.25 -0.44